w | Density functional theory data (wB97M-V/def2-TZVPD) for a cluster of 2 separate species, C4H8O3 in total.

Last column: natural (NBO) charge in e.
Cartesian coordinates (Å):
O 2.54 -1.57 -0.66  -0.534
C 1.54 -1.05 -0.23  0.432
C 1.60 0.31 0.43  -0.168
O 2.74 0.39 1.25  -0.705
H 0.56 -1.57 -0.28  0.113
H 1.62 1.06 -0.38  0.199
H 0.72 0.50 1.04  0.178
H 3.44 -0.08 0.78  0.480
C -2.37 0.60 0.21  -0.730
C -1.72 -0.14 -0.92  0.442
O -0.72 0.24 -1.49  -0.534
H -1.63 1.23 0.72  0.236
H -3.15 1.25 -0.20  0.249
H -2.84 -0.09 0.92  0.229
H -2.21 -1.08 -1.24  0.113

Properties
HOMO energy in eV: -9.85
E_LUMO in eV: 0.502
Net charge: 0
SMILES: O=CCO.CC=O
Frontier orbital gap in eV: 10.4

***

x | Density functional theory data (wB97M-V/def2-TZVPD) for the molecule C4H8O3.

Last column: natural (NBO) charge in e.
Cartesian coordinates (Å):
C 1.48 0.08 0.51  -0.015
C -0.85 -0.25 0.39  0.733
C 2.49 0.64 -0.36  -0.681
C -2.53 1.18 -0.50  -0.233
O 0.22 0.48 0.28  -0.428
O -0.84 -1.62 0.57  -0.682
O -2.06 0.35 0.53  -0.541
H 1.43 -0.80 1.17  0.172
H 3.41 0.04 -0.45  0.229
H 2.82 1.71 -0.18  0.206
H 2.09 0.54 -1.33  0.213
H -1.75 2.04 -0.76  0.176
H -3.45 1.51 -0.31  0.188
H -2.37 0.62 -1.49  0.169
H -1.69 -1.81 0.91  0.492

Properties
HOMO energy (spin up / spin down) in eV: -6.66 / -5.94
E_LUMO (spin up / spin down) in eV: 0.713 / 0.759
Net charge: 0
Frontier orbital gap (spin up / spin down) in eV: 7.4 / 6.7

***

y | Density functional theory data (wB97M-V/def2-TZVPD) for the molecule C4H8O3.

Last column: natural (NBO) charge in e.
Cartesian coordinates (Å):
C -1.75 -0.24 -2.00  -0.263
O -0.94 -0.68 -0.88  -0.505
C -0.51 0.33 -0.11  0.770
O -1.01 1.42 -0.17  -0.600
C 0.60 0.13 0.98  0.012
C 1.79 -0.86 1.12  -0.644
O 1.09 1.39 1.25  -0.723
H -2.64 0.33 -1.72  0.204
H -2.02 -1.16 -2.52  0.197
H -1.11 0.39 -2.64  0.189
H -0.08 -0.07 1.81  0.194
H 1.91 -1.82 0.57  0.225
H 1.92 -1.09 2.19  0.220
H 2.62 -0.16 0.86  0.229
H 1.15 2.06 0.54  0.496

Properties
HOMO energy in eV: -10.21
E_LUMO in eV: 0.802
Net charge: 0
SMILES: COC(=O)[C@@H](C)O
Frontier orbital gap in eV: 11.0

***

z | Density functional theory data (wB97M-V/def2-TZVPD) for the molecule C4H8O3.

Last column: natural (NBO) charge in e.
Cartesian coordinates (Å):
C 2.45 -0.09 0.48  -0.267
O 1.17 0.34 -0.01  -0.499
C 0.25 -0.62 -0.04  0.773
O 0.50 -1.80 0.09  -0.617
C -1.17 -0.09 0.07  0.008
C -1.57 1.18 -0.67  -0.619
O -2.06 -1.13 -0.20  -0.709
H 2.38 -0.24 1.57  0.189
H 3.11 0.73 0.24  0.198
H 2.74 -1.03 0.00  0.209
H -1.19 0.17 1.15  0.178
H -0.90 2.01 -0.42  0.222
H -2.58 1.46 -0.34  0.223
H -1.60 1.05 -1.75  0.217
H -1.54 -1.94 -0.15  0.492

Properties
HOMO energy in eV: -10.34
E_LUMO in eV: 0.799
Net charge: 0
SMILES: COC(=O)[C@@H](C)O
Frontier orbital gap in eV: 11.1

***

Most stable of them? z.

***

w | Density functional theory data (wB97M-V/def2-TZVPD) for a cluster of 3 separate species, C4H8O3 in total.

Last column: natural (NBO) charge in e.
Cartesian coordinates (Å):
C -0.75 1.32 -0.30  -0.673
C 0.31 0.59 0.45  0.277
O 1.57 1.01 0.12  -0.679
C 0.11 -0.36 1.37  -0.018
O -1.15 -0.66 1.84  -0.699
C -0.78 -2.14 -1.03  0.529
O -1.47 -2.59 -0.25  -0.539
H -0.55 1.22 -1.38  0.230
H -1.73 0.91 -0.07  0.236
H -0.74 2.38 -0.06  0.228
H 1.77 0.28 -2.16  0.012
H 2.21 0.60 0.71  0.478
H 0.95 -0.89 1.84  0.157
H -1.31 -1.61 1.73  0.479
H 1.56 -0.06 -2.79  -0.017

Properties
HOMO energy in eV: -8.46
E_LUMO in eV: 0.853
Net charge: 0
Frontier orbital gap in eV: 9.3

***

x | Density functional theory data (wB97M-V/def2-TZVPD) for the molecule C4H8O3.

Last column: natural (NBO) charge in e.
Cartesian coordinates (Å):
C -2.31 0.23 0.23  -0.626
C -1.22 -0.59 -0.40  -0.068
O -0.17 0.27 -0.88  -0.537
C 1.06 -0.24 -0.59  0.787
O 1.45 -1.34 -0.90  -0.572
C 1.86 0.73 0.24  -0.174
O 2.90 0.11 0.92  -0.707
H -1.90 0.92 0.96  0.214
H -2.90 0.79 -0.50  0.215
H -2.98 -0.46 0.75  0.218
H -1.57 -1.24 -1.21  0.190
H -0.76 -1.23 0.37  0.179
H 2.21 1.58 -0.37  0.197
H 1.16 1.14 0.97  0.197
H 3.17 -0.68 0.42  0.487

Properties
HOMO energy in eV: -10.54
E_LUMO in eV: 0.830
Net charge: 0
SMILES: CCOC(=O)CO
Frontier orbital gap in eV: 11.4

***

Most stable of them? x.

***

w | Density functional theory data (wB97M-V/def2-TZVPD) for a structure of composition C4H8O3.

Last column: natural (NBO) charge in e.
Cartesian coordinates (Å):
C 2.03 0.24 0.20  -0.259
O 0.59 0.45 0.24  -0.489
C -0.21 -0.87 0.08  0.536
O 0.31 -1.74 -0.61  -0.703
C -1.40 -0.61 0.66  -0.157
C -0.47 1.24 -0.98  -0.171
O -2.48 -1.44 0.46  -0.698
H 2.32 -0.37 1.06  0.217
H 2.50 1.22 0.29  0.195
H 2.34 -0.28 -0.71  0.214
H -1.54 0.17 1.39  0.188
H 0.10 2.16 -0.96  0.189
H -1.54 1.40 -0.75  0.236
H -0.34 0.61 -1.86  0.222
H -2.16 -2.17 -0.08  0.481

Properties
HOMO energy (spin up / spin down) in eV: -6.75 / -6.75
E_LUMO (spin up / spin down) in eV: -0.123 / -0.122
Net charge: 0
Frontier orbital gap (spin up / spin down) in eV: 6.6 / 6.6

***

x | Density functional theory data (wB97M-V/def2-TZVPD) for the molecule C4H8O3.

Last column: natural (NBO) charge in e.
Cartesian coordinates (Å):
C 1.42 0.83 0.95  -0.623
C 0.39 -0.21 0.57  0.068
O 0.09 -0.98 1.72  -0.715
C -0.90 0.43 0.03  -0.102
O -0.87 0.58 -1.40  -0.498
C -0.92 -0.56 -2.10  0.646
O -0.99 -1.67 -1.63  -0.597
H 1.01 1.52 1.70  0.209
H 1.72 1.40 0.07  0.214
H 2.30 0.34 1.38  0.224
H 0.81 -0.85 -0.22  0.175
H -0.40 -1.76 1.41  0.475
H -1.04 1.44 0.41  0.199
H -1.77 -0.19 0.30  0.198
H -0.88 -0.33 -3.17  0.127

Properties
HOMO energy in eV: -10.42
E_LUMO in eV: 0.868
Net charge: 0
SMILES: C[C@@H](O)COC=O
Frontier orbital gap in eV: 11.3

***

y | Density functional theory data (wB97M-V/def2-TZVPD) for the molecule C4H8O3.

Last column: natural (NBO) charge in e.
Cartesian coordinates (Å):
C 1.31 0.89 -0.60  -0.632
C -0.16 0.58 -0.87  -0.413
C -0.97 -0.07 0.27  -0.015
O -2.18 -0.57 -0.21  -0.705
C -0.18 -1.20 0.91  0.766
O -0.40 -2.36 0.66  -0.579
O 0.79 -0.85 1.77  -0.656
H 1.88 0.01 -0.29  0.216
H 1.45 1.66 0.18  0.195
H 1.79 1.28 -1.51  0.229
H -0.69 1.49 -1.17  0.217
H -0.23 -0.12 -1.72  0.218
H -1.19 0.68 1.04  0.178
H -2.06 -1.53 -0.28  0.493
H 0.84 0.12 1.81  0.487

Properties
HOMO energy in eV: -10.63
E_LUMO in eV: 0.583
Net charge: 0
SMILES: CC[C@@H](O)C(=O)O
Frontier orbital gap in eV: 11.2

***

Most stable of them? y.

***

w | Density functional theory data (wB97M-V/def2-TZVPD) for the molecule C4H8O3.

Last column: natural (NBO) charge in e.
Cartesian coordinates (Å):
O -0.09 1.05 -1.66  -0.568
C 0.34 0.66 -0.60  0.583
C 0.50 1.63 0.55  -0.171
O -0.05 2.87 0.23  -0.709
C 0.68 -0.79 -0.36  -0.531
C -0.61 -1.60 -0.17  -0.052
O -0.93 -1.60 1.21  -0.724
H 0.01 1.18 1.43  0.204
H 1.57 1.71 0.78  0.190
H -0.30 2.80 -0.71  0.487
H 1.22 -1.16 -1.23  0.241
H 1.30 -0.92 0.53  0.231
H -1.41 -1.13 -0.77  0.176
H -0.47 -2.62 -0.55  0.169
H -1.75 -2.09 1.32  0.475

Properties
HOMO energy in eV: -10.19
E_LUMO in eV: 0.680
Net charge: 0
SMILES: O=C(CO)CCO
Frontier orbital gap in eV: 10.9

***

x | Density functional theory data (wB97M-V/def2-TZVPD) for the molecule C4H8O3.

Last column: natural (NBO) charge in e.
Cartesian coordinates (Å):
C -0.77 0.07 -2.27  -0.263
O -0.74 0.10 -0.85  -0.507
C 0.40 0.46 -0.26  0.777
O 1.42 0.77 -0.83  -0.607
C 0.23 0.31 1.23  0.003
C 0.10 -1.21 1.44  -0.623
O 1.27 0.92 1.95  -0.707
H -0.74 1.10 -2.65  0.193
H -1.72 -0.40 -2.52  0.198
H 0.07 -0.50 -2.67  0.198
H -0.71 0.79 1.52  0.192
H -0.82 -1.56 0.96  0.223
H 0.06 -1.47 2.50  0.224
H 0.94 -1.74 0.97  0.210
H 1.99 1.12 1.33  0.489

Properties
HOMO energy in eV: -10.52
E_LUMO in eV: 0.797
Net charge: 0
SMILES: COC(=O)[C@@H](C)O
Frontier orbital gap in eV: 11.3

***

y | Density functional theory data (wB97M-V/def2-TZVPD) for the molecule C4H8O3.

Last column: natural (NBO) charge in e.
Cartesian coordinates (Å):
C 1.00 -0.84 1.30  -0.629
C 0.90 0.24 0.22  0.080
O 1.40 -0.29 -0.99  -0.719
C -0.54 0.71 -0.05  -0.040
O -0.75 1.56 -1.16  -0.753
C -1.41 -0.40 -0.62  0.455
O -2.45 -0.07 -1.17  -0.541
H 2.04 -1.15 1.43  0.232
H 0.64 -0.47 2.27  0.216
H 0.43 -1.73 1.04  0.205
H 1.50 1.10 0.54  0.172
H 1.11 0.36 -1.65  0.485
H -0.96 1.16 0.88  0.184
H -1.85 1.24 -1.31  0.490
H -1.07 -1.43 -0.72  0.163

Properties
HOMO energy in eV: -10.25
E_LUMO in eV: 0.242
Net charge: 0
SMILES: C[C@@H](O)[C@@H](O)C=O
Frontier orbital gap in eV: 10.5

***

Most stable of them? x.